Entry 1:
18
Properties=species:S:1:pos:R:3 method="wB97M-V/def2-TZVPD" relative_energy_ev=2.641 spin_multiplicity=1 e_homo_ev=-7.65 total_energy_ha=-289.87461 smiles="C=CC/C(C)=C/N"
C 2.268 -1.928 -0.146
C 1.574 -1.059 0.586
C 0.121 -0.971 0.846
C -0.632 0.170 0.166
C -1.942 0.533 0.826
C -0.266 0.813 -0.937
N -0.745 2.143 -1.257
H 3.212 -1.712 -0.626
H 1.937 -2.952 -0.325
H 2.101 -0.130 0.823
H -0.043 -0.832 1.940
H -0.371 -1.932 0.598
H -2.218 -0.231 1.561
H -2.804 0.467 0.145
H -1.968 1.532 1.275
H 0.347 0.437 -1.765
H -0.207 2.363 -2.069
H -1.582 2.249 -0.722


Entry 2:
18
Properties=species:S:1:pos:R:3 method="wB97M-V/def2-TZVPD" relative_energy_ev=0.142 spin_multiplicity=1 e_homo_ev=-11.20 total_energy_ha=-289.96646 smiles=CCC[C@@H](C)C#N
C 0.306 -2.230 -0.582
C 0.297 -1.401 0.704
C 0.708 0.061 0.458
C -0.485 1.023 0.305
C -0.058 2.435 -0.112
C -1.484 0.533 -0.662
N -2.282 0.195 -1.430
H -0.121 -3.225 -0.421
H -0.275 -1.739 -1.371
H 1.332 -2.358 -0.948
H -0.705 -1.421 1.153
H 0.969 -1.862 1.439
H 1.315 0.443 1.288
H 1.339 0.121 -0.439
H -1.000 1.070 1.275
H 0.587 2.879 0.652
H 0.492 2.397 -1.057
H -0.933 3.077 -0.253


Entry 3:
18
Properties=species:S:1:pos:R:3 method="wB97M-V/def2-TZVPD" relative_energy_ev=2.295 spin_multiplicity=1 e_homo_ev=-8.01 total_energy_ha=-289.88735 smiles="C=C/C(=C/C)NC"
C 1.886 1.365 0.062
C 1.171 0.699 -0.839
C 0.150 -0.295 -0.291
C 0.568 -1.450 0.187
C -0.384 -2.375 0.861
N -1.164 0.291 -0.100
C -1.439 1.672 -0.420
H 2.842 1.812 -0.165
H 1.632 1.489 1.106
H 1.229 0.683 -1.919
H 1.604 -1.741 0.205
H -1.454 -2.247 0.716
H -0.145 -2.359 1.943
H -0.218 -3.447 0.706
H -1.799 -0.342 -0.573
H -2.431 2.021 -0.120
H -1.352 1.955 -1.470
H -0.697 2.267 0.112


Entry 4:
18
Properties=species:S:1:pos:R:3 method="wB97M-V/def2-TZVPD" relative_energy_ev=4.813 spin_multiplicity=1 e_homo_ev=-7.87 total_energy_ha=-289.79481
C 2.257 -0.314 1.592
C -1.417 0.196 0.556
C 1.319 1.958 1.654
C -1.001 -0.179 -0.642
C 0.422 -0.158 -1.115
C -2.019 -0.905 -1.447
N 1.842 0.872 1.448
H 3.241 -0.517 1.661
H 1.500 -1.003 1.346
H -2.429 -0.081 0.947
H -0.853 0.869 1.225
H 1.330 2.934 1.062
H 0.602 -0.225 -2.162
H 0.952 -1.095 -0.759
H 0.988 0.709 -0.637
H -2.746 -0.080 -1.761
H -2.524 -1.494 -0.714
H -1.464 -1.487 -2.257


Entry 5:
18
Properties=species:S:1:pos:R:3 method="wB97M-V/def2-TZVPD" relative_energy_ev=1.459 spin_multiplicity=1 e_homo_ev=-7.72 total_energy_ha=-289.91805 smiles="C=CN[C@@H](C)C=C"
C 1.992 1.502 -1.993
C 1.529 0.988 -0.851
N 0.317 0.380 -0.683
C -0.161 -0.274 0.522
C -0.619 0.760 1.547
C -1.307 -1.169 0.130
C -1.422 -2.453 0.500
H 2.972 1.964 -2.034
H 1.412 1.469 -2.908
H 2.138 1.032 0.050
H -0.264 0.306 -1.513
H 0.647 -0.876 0.956
H -1.153 0.285 2.378
H -1.280 1.511 1.101
H 0.243 1.289 1.969
H -2.090 -0.733 -0.486
H -2.274 -3.048 0.186
H -0.678 -2.934 1.127


Entry 6:
18
Properties=species:S:1:pos:R:3 method="wB97M-V/def2-TZVPD" relative_energy_ev=5.832 spin_multiplicity=1 e_homo_ev="-7.72 / -7.72" total_energy_ha=-289.75735
C 0.975 -0.827 -1.159
C 0.741 -0.064 0.141
N 1.254 -0.810 1.260
C 0.573 2.400 -0.211
C 1.110 1.287 0.077
H 1.225 -0.275 2.119
H 0.743 -1.677 1.375
H 0.510 -1.814 -1.101
H 2.043 -0.948 -1.325
H 0.546 -0.288 -2.002
H -0.676 2.103 -0.429
H 0.917 3.417 -0.282
C -1.880 -1.015 -0.005
C -1.188 0.039 0.462
H -1.868 -1.296 -1.049
H -2.419 -1.683 0.653
H -1.246 0.258 1.523
H -1.360 1.194 -0.047


Entry 7:
18
Properties=species:S:1:pos:R:3 method="wB97M-V/def2-TZVPD" relative_energy_ev=2.355 spin_multiplicity=1 e_homo_ev=-8.31 total_energy_ha=-289.88515 smiles="C=CNC/C=C/C"
C 2.922 1.820 0.953
C 1.962 1.008 0.503
N 0.699 1.351 0.029
C -0.470 0.704 0.630
C -1.276 -0.029 -0.426
C -1.621 -1.310 -0.227
C -1.735 -2.418 -1.243
H 2.698 2.884 0.867
H 3.898 1.542 1.314
H 2.167 -0.043 0.272
H 0.590 2.352 -0.066
H -1.059 1.473 1.152
H -0.196 -0.023 1.392
H -1.665 0.452 -1.323
H -1.663 -1.717 0.789
H -2.364 -2.194 -2.120
H -2.147 -3.320 -0.813
H -0.740 -2.530 -1.683


Entry 8:
18
Properties=species:S:1:pos:R:3 method="wB97M-V/def2-TZVPD" relative_energy_ev=3.531 spin_multiplicity=1 e_homo_ev=-7.65 total_energy_ha=-289.84194 smiles="C/C=C/C/C=C/N"
C 1.137 1.624 2.919
C 1.457 0.916 1.597
C 0.444 0.482 0.798
C 0.604 0.053 -0.639
C -0.840 -0.343 -1.214
C -1.258 -1.577 -1.635
N -1.914 -1.642 -2.869
H 0.350 1.073 3.376
H 0.879 2.557 2.576
H 2.100 1.531 3.478
H 2.487 0.773 1.353
H -0.289 -0.061 1.287
H 1.134 -0.919 -0.709
H 1.139 0.800 -1.282
H -1.527 0.448 -1.683
H -1.036 -2.483 -1.043
H -2.336 -0.760 -3.258
H -2.530 -2.472 -3.053


Entry 9:
18
Properties=species:S:1:pos:R:3 method="wB97M-V/def2-TZVPD" relative_energy_ev=2.516 spin_multiplicity=2 total_charge=+1 e_homo_ev="-13.87 / -13.84" total_energy_ha=-289.57614
C 0.586 1.060 1.576
N -2.122 0.974 0.058
C -1.084 0.053 -0.261
C -0.020 -0.136 0.566
C 1.181 -1.214 0.394
C 2.186 -0.826 -0.415
C -1.305 -0.774 -1.512
H 1.118 1.945 1.084
H -0.115 1.464 2.284
H 1.358 0.491 2.238
H -1.758 1.905 0.436
H -2.736 1.101 -0.717
H 1.488 -1.728 1.256
H 2.921 -1.616 -0.689
H 2.197 0.200 -0.806
H -2.169 -1.363 -1.528
H -1.239 -0.062 -2.411
H -0.488 -1.474 -1.553


Entry 10:
18
Properties=species:S:1:pos:R:3 method="wB97M-V/def2-TZVPD" relative_energy_ev=3.403 spin_multiplicity=2 total_charge=+1 e_homo_ev="-13.55 / -14.00" total_energy_ha=-289.54353
C 0.608 2.214 0.193
N -1.138 -0.023 -1.394
C -0.144 -0.074 -0.245
C 0.060 0.919 0.592
C -0.015 0.573 2.107
C 0.418 -2.431 -1.114
C 0.329 -1.483 -0.107
H 0.194 2.428 -0.961
H 1.708 2.309 0.226
H 0.212 3.014 0.850
H -0.742 -0.319 -2.272
H -1.980 0.555 -1.617
H 0.122 1.412 2.802
H -0.781 -0.101 2.181
H 0.882 -0.071 2.022
H 0.712 -3.499 -0.960
H -0.064 -2.137 -2.069
H 0.159 -1.743 0.991


Entry 11:
18
Properties=species:S:1:pos:R:3 method="wB97M-V/def2-TZVPD" relative_energy_ev=0.939 spin_multiplicity=2 total_charge=+1 e_homo_ev="-13.90 / -14.71" total_energy_ha=-289.63409
C -1.094 1.842 0.496
N 0.251 -0.297 1.772
C 0.235 -0.322 0.386
C -0.530 0.700 -0.243
C -0.203 1.023 -1.682
C 0.936 -2.695 0.148
C 0.663 -1.477 -0.336
H -0.481 2.733 0.310
H -2.113 2.118 0.214
H -1.091 1.724 1.576
H 0.203 -1.211 2.150
H 1.013 0.256 2.143
H -0.300 2.085 -1.899
H -0.972 0.583 -2.318
H 0.779 0.658 -1.963
H 1.170 -3.487 -0.540
H 0.819 -2.964 1.189
H 0.713 -1.270 -1.402


Entry 12:
18
Properties=species:S:1:pos:R:3 method="wB97M-V/def2-TZVPD" relative_energy_ev=0.690 spin_multiplicity=2 total_charge=+1 e_homo_ev="-13.67 / -13.66" total_energy_ha=-289.64325
C -1.909 -2.441 1.584
N -1.888 -1.177 0.898
C -0.830 -0.797 0.207
C -0.758 0.494 -0.291
C 0.414 0.998 -1.024
C 1.479 1.578 -0.491
C 2.692 1.912 -1.288
H -1.052 -2.599 2.241
H -1.937 -3.269 0.867
H -2.793 -2.673 2.178
H -2.656 -0.528 1.013
H 0.030 -1.460 0.239
H -1.607 1.158 -0.185
H 0.309 0.797 -2.093
H 1.394 1.857 0.550
H 3.207 2.756 -0.841
H 3.471 1.145 -1.282
H 2.434 2.249 -2.282